Density functional theory data (wB97M-V/def2-TZVPD) for a gas-phase ion, C7H15F3O2P (charge +1) at a distorted geometry.

Output
HOMO energy = -0.52992 Eh
Orbital gap = 11.45 eV
LUMO = -2.966 eV

Geometry as ORCA input:
```
! RIJCOSX wB97M-V def2-TZVPD def2/J DEFGRID3
* xyz 1 1
C -2.179 -0.362 -1.427
C -0.809 0.074 -1.945
C -0.301 1.352 -1.273
P 0.597 1.131 0.278
C 1.964 -0.037 -0.009
C 2.131 -1.149 1.025
C 1.211 -2.321 0.761
F -0.044 -1.898 0.418
F 1.096 -3.102 1.857
F 1.666 -3.081 -0.277
C -0.419 0.715 1.767
O -1.786 0.930 1.633
O -1.958 2.322 1.347
H -2.887 0.437 -1.615
H -2.138 -0.573 -0.367
H -2.503 -1.237 -1.969
H -0.108 -0.748 -1.889
H -0.922 0.300 -2.998
H -1.114 2.051 -1.159
H 0.416 1.839 -1.930
H 1.194 2.357 0.563
H 1.807 -0.482 -0.985
H 2.879 0.535 -0.075
H 3.133 -1.542 0.917
H 2.042 -0.826 2.053
H -0.304 -0.316 2.064
H -0.038 1.332 2.581
H -2.625 2.300 0.653
*
```